Below is a 2-piece molecular cluster, C4H9NO2 overall, with properties calculated with ωB97M-V with the def2-TZVPD basis set.

Computed properties:
HOMO-LUMO gap	10.05	eV
LUMO energy	0.6367	eV
DFT total energy	-9879.6236	eV
SMILES	O=C1CCCN1.O

Cartesian coordinates (Å):
O (2.15249, -1.15069, 1.16873)
C (1.17679, -0.88470, 0.49497)
C (0.03695, -1.82297, 0.10538)
C (-1.04948, -0.88121, -0.42114)
C (-0.24930, 0.30489, -0.97281)
N (0.88190, 0.33004, -0.05705)
H (0.40432, -2.49953, -0.67626)
H (-0.26538, -2.42718, 0.96343)
H (-1.71333, -1.33553, -1.15987)
H (-1.66662, -0.52594, 0.41113)
H (0.08115, 0.11643, -2.00302)
H (-0.79104, 1.25175, -0.94611)
H (1.53020, 1.10006, 0.00170)
O (-0.13196, 2.77924, 0.64574)
H (-0.16829, 2.05461, 1.29058)
H (-0.22840, 3.59073, 1.15460)

List of Mulliken charges in e, atom by atom:
1. O -0.659
2. C 0.298
3. C -0.394
4. C -0.523
5. C -0.470
6. N -0.172
7. H 0.232
8. H 0.292
9. H 0.346
10. H 0.231
11. H 0.269
12. H 0.317
13. H 0.255
14. O -0.630
15. H 0.311
16. H 0.299

Below is a 8-piece molecular cluster, C35H56N2O21S overall, with properties calculated with ωB97M-V with the def2-TZVPD basis set.

Computed properties:
HOMO-LUMO gap	8.54	eV
LUMO energy	0.4297	eV
DFT total energy	-94017.0612	eV
SMILES	CCNc1cccc2c1Sc1ccccc1N2.COC(=O)OC.COC(=O)OC.COC(=O)OC.COC(=O)OC.COC(=O)OC.COC(=O)OC.COC(=O)OC

Cartesian coordinates (Å):
C (-0.98331, 2.22131, -3.10611)
C (-1.73571, 0.88976, -3.30743)
N (-1.54151, -0.06555, -2.20686)
C (-2.30138, 0.19297, -1.03840)
C (-3.32523, 1.12263, -0.92170)
C (-3.98734, 1.23740, 0.27928)
C (-3.69462, 0.47702, 1.38074)
C (-2.65827, -0.43704, 1.28439)
C (-1.99578, -0.56425, 0.08886)
S (-0.67882, -1.76769, 0.08593)
C (0.02156, -1.46427, 1.69949)
C (1.37842, -1.44933, 1.92267)
C (1.81932, -1.17759, 3.19924)
C (0.91120, -0.92618, 4.19594)
C (-0.44282, -0.95819, 3.96742)
C (-0.90275, -1.22202, 2.68771)
N (-2.28681, -1.25508, 2.38221)
H (-0.94640, 2.77175, -4.05068)
H (-1.48316, 2.80728, -2.32938)
H (0.05107, 2.00885, -2.81440)
H (-1.29714, 0.42344, -4.20023)
H (-2.79572, 1.01785, -3.53033)
H (-0.56290, -0.05942, -1.92521)
H (-3.60376, 1.74649, -1.76099)
H (-4.78292, 1.97574, 0.35154)
H (-4.26053, 0.58476, 2.30237)
H (2.03632, -1.63711, 1.08012)
H (2.89061, -1.16276, 3.37377)
H (1.27672, -0.70671, 5.19475)
H (-1.18590, -0.78610, 4.74370)
H (-2.85474, -1.05080, 3.19477)
C (-0.94609, 1.25592, -10.02299)
O (-1.42299, -0.06898, -9.77782)
C (-1.68588, -0.32819, -8.49710)
O (-1.55319, 0.44045, -7.57921)
O (-2.11919, -1.58511, -8.40779)
C (-2.43987, -1.99678, -7.07744)
H (-0.76799, 1.34859, -11.09102)
H (-1.69113, 1.99421, -9.73062)
H (-0.00844, 1.43275, -9.49806)
H (-3.24267, -1.38438, -6.66972)
H (-1.55971, -1.94759, -6.43781)
H (-2.77831, -3.02797, -7.12703)
C (-0.86541, 2.09527, 2.86394)
O (-0.55340, 3.49053, 2.95737)
C (-1.26650, 4.14718, 3.86361)
O (-2.11566, 3.66870, 4.57779)
O (-0.88887, 5.42333, 3.85308)
C (-1.58175, 6.25050, 4.78975)
H (-0.22664, 1.66772, 2.09448)
H (-0.66202, 1.59283, 3.80604)
H (-1.90405, 1.95704, 2.57023)
H (-1.40522, 5.90898, 5.80865)
H (-2.64877, 6.26667, 4.57294)
H (-1.18422, 7.25583, 4.68097)
C (-0.56347, 1.08428, 11.03244)
O (-0.47327, 1.44080, 9.65160)
C (-1.65261, 1.52540, 9.02667)
O (-2.72742, 1.33064, 9.52726)
O (-1.42816, 1.86059, 7.75404)
C (-2.61635, 1.98461, 6.96024)
H (0.45231, 1.04990, 11.41774)
H (-1.12744, 1.83279, 11.58656)
H (-1.01811, 0.10180, 11.14675)
H (-3.25994, 2.76877, 7.35489)
H (-3.15224, 1.03568, 6.92159)
H (-2.30399, 2.26133, 5.95350)
C (1.70878, 1.69130, 7.32376)
O (3.00472, 2.29856, 7.38346)
C (3.85053, 1.69830, 8.21638)
O (3.61465, 0.72848, 8.88977)
O (5.01099, 2.35829, 8.17760)
C (6.01973, 1.81844, 9.03084)
H (1.11419, 2.26405, 6.61680)
H (1.78362, 0.66517, 6.96579)
H (1.21810, 1.72288, 8.29138)
H (6.26108, 0.79629, 8.74300)
H (5.70337, 1.85520, 10.07222)
H (6.90457, 2.43768, 8.90882)
C (4.36026, 5.05556, -9.32408)
O (3.35799, 4.04009, -9.39068)
C (3.75494, 2.85000, -8.93791)
O (4.84336, 2.58761, -8.50020)
O (2.73236, 2.00094, -9.05580)
C (3.01615, 0.67532, -8.60486)
H (3.91680, 5.96627, -9.71770)
H (4.66554, 5.22751, -8.29320)
H (5.22028, 4.78779, -9.93578)
H (3.26751, 0.67393, -7.54557)
H (3.82220, 0.23367, -9.18855)
H (2.11476, 0.08485, -8.75066)
C (-4.76647, -7.07052, -4.61534)
O (-4.22372, -5.75916, -4.77245)
C (-3.94774, -5.14018, -3.62106)
O (-4.11767, -5.59168, -2.52002)
O (-3.45202, -3.93737, -3.90849)
C (-3.10310, -3.14453, -2.76960)
H (-4.94552, -7.46245, -5.61314)
H (-4.05985, -7.72038, -4.10151)
H (-5.71114, -7.03370, -4.07506)
H (-2.32794, -3.63519, -2.18230)
H (-3.98045, -2.94642, -2.15514)
H (-2.71484, -2.19847, -3.13715)
C (6.36550, -5.81520, -0.48979)
O (4.95479, -6.01975, -0.57369)
C (4.28149, -4.98633, -1.08063)
O (4.75923, -3.94633, -1.45246)
O (2.98755, -5.30547, -1.10281)
C (2.14187, -4.28156, -1.62739)
H (6.79319, -6.71963, -0.06543)
H (6.79034, -5.65339, -1.47921)
H (6.59425, -4.97520, 0.16425)
H (2.39938, -4.06201, -2.66254)
H (2.20631, -3.38117, -1.01812)
H (1.12104, -4.65336, -1.59449)

Mulliken population analysis, charges in e, atoms 1 to 99:
1. C -1.287
2. C -0.882
3. N -0.195
4. C 0.716
5. C -0.637
6. C -1.228
7. C -0.845
8. C 0.039
9. C 0.812
10. S -0.254
11. C 0.794
12. C -0.726
13. C -0.802
14. C -0.240
15. C -0.852
16. C 0.384
17. N -0.275
18. H 0.414
19. H 0.317
20. H 0.322
21. H 0.470
22. H 0.465
23. H 0.331
24. H 0.421
25. H 0.369
26. H 0.396
27. H 0.439
28. H 0.399
29. H 0.334
30. H 0.372
31. H 0.388
32. C -0.501
33. O -0.349
34. C 0.784
35. O -0.533
36. O -0.326
37. C -0.564
38. H 0.213
39. H 0.304
40. H 0.188
41. H 0.281
42. H 0.272
43. H 0.236
44. C 0.058
45. O -0.405
46. C 0.750
47. O -0.639
48. O -0.368
49. C -0.630
50. H 0.262
51. H -0.061
52. H 0.223
53. H 0.275
54. H 0.296
55. H 0.231
56. C -0.754
57. O -0.361
58. C 0.544
59. O -0.573
60. O 0.007
61. C -0.318
62. H 0.256
63. H 0.289
64. H 0.312
65. H 0.322
66. H 0.301
67. H -0.075
68. C -0.100
69. O -0.330
70. C 0.747
71. O -0.547
72. O -0.338
73. C -0.637
74. H 0.228
75. H 0.112
76. H 0.203
77. H 0.289
78. H 0.293
79. H 0.221
80. C -0.634
81. O -0.308
82. C 0.729
83. O -0.541
84. O -0.212
85. C -0.621
86. H 0.218
87. H 0.291
88. H 0.293
89. H 0.321
90. H 0.307
91. H 0.149
92. C -0.647
93. O -0.309
94. C 0.667
95. O -0.550
96. O -0.172
97. C -0.570
98. H 0.212
99. H 0.297

Below is one molecule with the formula C4H12N2O3, with properties calculated with ωB97M-V with the def2-TZVPD basis set.

Computed properties:
HOMO-LUMO gap	10.39	eV
LUMO energy	0.9202	eV
DFT total energy	-13465.0765	eV
SMILES	COC(N)(N)O[C@@H](C)O

Cartesian coordinates (Å):
C (-1.00851, 1.70211, -1.28167)
O (-1.28044, 0.31139, -1.23760)
C (-1.08526, -0.41363, -0.05311)
N (-1.40460, 0.36237, 1.12508)
N (-1.95868, -1.56310, -0.17363)
O (0.22556, -0.89353, 0.03812)
C (1.33348, 0.05591, 0.30490)
C (2.41232, -0.77072, 0.99537)
O (1.84291, 0.72851, -0.79414)
H (0.03451, 1.86930, -1.55861)
H (-1.66582, 2.09008, -2.05893)
H (-1.21997, 2.23197, -0.35161)
H (-1.25992, -0.21764, 1.94279)
H (-2.38578, 0.61381, 1.08764)
H (-1.46725, -2.38862, 0.15034)
H (-2.18681, -1.70843, -1.15033)
H (0.92254, 0.82184, 0.96825)
H (3.23991, -0.12365, 1.27638)
H (2.00161, -1.23341, 1.88732)
H (2.76124, -1.55214, 0.32301)
H (2.14897, 0.07761, -1.43956)

List of Mulliken charges in e, atom by atom:
1. C -0.695
2. O -0.456
3. C 0.957
4. N -0.644
5. N -0.723
6. O -0.421
7. C 0.032
8. C -1.299
9. O -0.498
10. H 0.218
11. H 0.283
12. H 0.353
13. H 0.218
14. H 0.239
15. H 0.295
16. H 0.253
17. H 0.490
18. H 0.355
19. H 0.342
20. H 0.354
21. H 0.346

Question: Which formula does entry 1 have?
Answer: C4H9NO2